Entry from OMol25: a molecular structure, C55H47BBrClF4N7O4PbS3Se in a non-equilibrium geometry (ωB97M-V/def2-TZVPD).

Structure (XYZ):
```
125
Properties=species:S:1:pos:R:3:lowdin_charge:R:1
C -0.460 3.815 -2.053 -0.332
H -4.395 -4.952 4.436 0.114
C 6.031 2.479 0.205 -0.047
H -3.217 -4.817 6.602 0.106
C -2.805 0.919 -4.109 -0.062
C 3.510 0.908 -5.832 -0.058
C 1.150 0.621 -6.217 -0.064
H 6.230 2.834 1.203 0.115
H 7.932 3.095 -0.558 0.112
H 0.921 -0.419 -3.229 0.079
C -0.347 1.590 2.798 -0.118
H -5.112 1.686 -6.447 0.112
C 2.384 3.945 -4.696 -0.272
B -4.096 0.190 -0.654 -1.351
H 1.847 -4.785 3.835 0.111
N 2.665 2.051 -2.901 -0.360
H 4.050 1.762 0.663 0.100
Cl 0.092 -6.962 3.609 0.719
H 0.783 7.138 -0.587 0.110
F -3.812 -0.650 -1.719 0.122
H 2.668 0.025 0.988 -0.063
C -2.779 -4.387 5.716 -0.105
C 1.818 -0.974 -3.465 -0.101
Br -0.618 -3.700 7.445 0.752
H -2.429 0.110 -3.508 0.088
H 1.019 -2.886 -1.237 0.060
C 2.744 -0.573 -7.555 -0.054
H 4.358 3.717 -3.926 0.095
H -0.065 -2.585 4.760 0.116
C 1.472 4.769 -5.335 -0.055
N -1.923 2.849 -0.074 -0.217
H 0.473 4.404 -5.508 0.102
C -1.679 -3.182 3.476 -0.137
H 7.475 2.307 -2.848 0.112
C 1.430 -0.267 -7.241 -0.054
C 0.254 -5.580 2.590 -0.671
C -2.231 2.167 -3.959 -0.286
H 0.874 -2.344 -4.800 0.121
C 4.815 1.883 -0.087 -0.044
C 4.573 1.439 -1.374 -0.286
C 0.430 6.202 -0.991 -0.057
S 2.916 0.843 -1.798 0.812
F -2.998 0.152 0.220 0.068
C -1.091 -2.527 2.292 -0.417
H 5.296 1.252 -3.372 0.089
O -0.433 -1.514 2.339 0.046
C -2.235 2.900 3.514 0.032
N 0.265 2.392 -4.136 -0.373
N -3.514 3.824 1.635 -0.209
C 3.784 0.012 -6.851 -0.049
C 2.964 -2.762 -4.576 -0.054
N -0.551 0.981 -2.121 -0.424
H 4.309 1.382 -5.286 0.100
H 2.180 -0.445 2.376 0.009
Se -3.400 3.741 -0.088 1.321
C -3.839 0.738 -5.012 -0.035
O 2.957 -0.394 1.815 -0.076
H 2.108 5.072 -0.266 0.115
H -3.392 -3.900 2.422 0.128
H -1.379 7.040 -1.775 0.114
C -1.129 2.143 3.818 -0.028
C -1.004 -3.112 4.694 -0.066
C -0.400 -4.169 0.695 -0.207
C 5.519 1.590 -2.373 -0.102
H -2.076 -1.429 -1.942 0.012
H -2.141 4.190 -4.672 0.097
H -1.391 -6.047 1.332 0.121
H 0.137 0.869 -5.947 0.108
H 2.959 -1.268 -8.352 0.115
N -0.573 1.776 1.513 -0.003
C -3.684 3.057 -5.631 -0.058
C 4.144 -2.411 -3.943 -0.052
O -1.364 -1.952 -1.550 -0.142
H 2.949 -3.599 -5.256 0.114
H 1.271 2.932 -1.177 0.058
C -1.551 -3.743 5.794 -0.667
C -1.232 4.950 -2.200 -0.132
C 3.154 6.470 -5.482 -0.055
C 4.173 -1.332 -3.073 -0.060
C 0.984 -3.570 0.759 -0.239
H 2.495 -3.031 2.233 0.116
F -5.220 -0.195 -0.004 0.182
C 1.324 -4.656 2.901 -0.090
C 1.672 -3.699 2.026 -0.031
C 4.064 5.638 -4.849 -0.051
H 1.154 6.696 -6.210 0.114
C -4.289 1.815 -5.759 -0.053
N 2.047 0.704 -0.625 -0.439
C 6.987 2.628 -0.786 -0.057
H 0.622 -0.722 -7.792 0.116
C 1.178 5.046 -0.815 -0.040
H 2.465 -2.429 -0.199 0.072
C 0.725 3.848 -1.338 -0.097
C -0.569 -5.384 1.553 -0.046
H -2.188 4.907 -2.699 0.089
C 1.508 -2.914 -0.281 0.078
C 1.798 -2.056 -4.326 -0.052
H 0.484 0.946 3.043 0.101
S 1.803 2.321 -4.153 0.906
H 3.455 7.459 -5.786 0.113
C 6.733 2.182 -2.074 -0.058
C -2.500 3.132 2.160 -0.357
Pb -0.117 0.010 -0.202 1.415
O -1.360 -3.136 1.099 -0.018
C 3.013 -0.611 -2.868 -0.300
H -1.762 -2.327 -0.753 0.023
H -2.902 3.280 4.271 0.125
H 4.808 -0.227 -7.096 0.117
H -4.293 -0.237 -5.119 0.120
C -3.439 -4.454 4.500 -0.046
C -2.637 3.235 -4.738 -0.076
C 2.195 1.196 -5.516 -0.288
S -0.796 2.219 -2.862 0.836
H 5.082 -1.068 -2.557 0.112
C -2.886 -3.870 3.374 -0.001
C -1.610 2.561 1.184 -0.446
C 1.859 6.040 -5.724 -0.051
H 5.072 5.980 -4.660 0.114
H 5.044 -2.978 -4.124 0.114
H -0.690 -4.385 -0.337 0.158
H -4.029 3.892 -6.226 0.112
F -4.232 1.505 -1.147 0.011
C 3.677 4.369 -4.448 -0.055
H -0.877 1.943 4.846 0.111
C -0.781 6.148 -1.662 -0.061
```

Computed properties:
**Net charge**: +1
**Relative energy (zero: lowest compared OMol25 entry of this formula, charge and spin)**: 23.49 kcal/mol
**Multiplicity**: 1
**Lowest unoccupied orbital energy**: -2.84 eV
**Kohn-Sham gap**: 7.489 eV
**Largest force on an atom**: 1.82 eV/Å
**Electronic energy**: -273622.609 eV